# 1
Here is a molecular structure, C32H31CrN2SSb2Se from the Open Molecules 2025 dataset. Energies are from ωB97M-V/def2-TZVPD.

The geometry in ORCA input format:
```
! wB97M-V def2-TZVPD RIJCOSX def2/J DEFGRID3
* xyz -1 5
Cr -0.20901 -1.91035 -1.84884
C -1.79289 -0.09674 0.64831
C -0.37706 -0.20235 1.20555
C 0.21710 1.14650 1.58952
Sb 1.08189 2.46053 0.08078
C 3.07777 1.68909 0.28681
C 4.16266 2.53444 0.07790
C 5.46755 2.08057 0.22552
C 5.70515 0.76737 0.60540
C 4.62920 -0.08359 0.82850
C 3.32892 0.37361 0.65868
C 1.48758 3.85949 1.73862
C 0.78944 5.06491 1.76224
C 0.95148 5.98296 2.79503
C 1.83028 5.70847 3.83183
C 2.54070 4.51388 3.82597
C 2.36739 3.60530 2.79045
Sb -2.12082 0.87543 -1.27335
C -4.31618 0.95753 -0.88065
C -5.06724 1.64686 -1.83262
C -6.44550 1.78032 -1.72907
C -7.11430 1.22988 -0.64456
C -6.38896 0.55083 0.32431
C -5.01059 0.41965 0.20319
C -2.46346 -0.96161 -2.40861
C -3.37122 -1.92803 -1.95553
C -3.67597 -3.04367 -2.71803
C -3.06517 -3.23235 -3.95333
C -2.16535 -2.29201 -4.42465
C -1.87358 -1.15800 -3.66460
H -2.41310 0.48241 1.33981
H -2.24128 -1.09242 0.56991
H 0.27674 -0.71081 0.48705
H -0.41055 -0.84443 2.09390
H -0.54515 1.76937 2.06906
H 1.02257 1.02340 2.31701
H 3.99423 3.57123 -0.19620
H 6.29741 2.75576 0.05200
H 6.72040 0.41041 0.73081
H 4.79945 -1.10894 1.13477
H 2.49988 -0.30859 0.81770
H 0.10066 5.29876 0.95484
H 0.39355 6.91261 2.78770
H 1.96450 6.42008 4.63779
H 3.23328 4.29197 4.63019
H 2.94077 2.68316 2.79793
H -4.56292 2.09434 -2.68609
H -6.99693 2.31756 -2.49222
H -8.18875 1.33302 -0.55301
H -6.89785 0.11988 1.17932
H -4.47833 -0.12036 0.98106
H -3.85059 -1.80076 -0.99274
H -4.37300 -3.78107 -2.33978
H -3.28633 -4.11593 -4.53884
H -1.68540 -2.42656 -5.38639
H -1.18030 -0.41622 -4.04342
C 3.51056 -5.88554 1.01953
C 2.76751 -4.82767 0.25699
C 3.44856 -3.74596 -0.30751
C 2.69792 -2.81806 -0.99743
N 1.38350 -2.97973 -1.11319
C 0.78381 -4.02645 -0.51535
S -0.93021 -4.03759 -0.76944
N 1.45023 -4.97295 0.15620
H 4.19774 -6.41572 0.35717
H 2.80558 -6.59525 1.44439
H 4.10388 -5.43893 1.81901
H 4.51908 -3.63765 -0.20664
H 3.10419 -1.92680 -1.46277
Se 0.84490 0.21152 -2.17788
*
```

Frontier orbital gap (spin up / spin down) in eV: 6.10 / 6.40
Energy above the lowest of the compared OMol25 structures with the same formula, charge and spin in kJ/mol: 0.00
Electronic energy in Ha: -5672.16065
HOMO level (spin up / spin down) in eV: -3.53 / -3.86

=====

# 2
Here is a molecular structure, C32H31GeN3O3PdS from the Open Molecules 2025 dataset. Energies are from ωB97M-V/def2-TZVPD.

The geometry in ORCA input format:
```
! wB97M-V def2-TZVPD RIJCOSX def2/J DEFGRID3
* xyz -2 1
Pd -1.64829 -1.05066 -1.06098
N -2.60615 -3.57303 -2.41350
C -2.09559 -2.50442 -2.11373
H -3.02681 -4.11570 -1.66180
C 3.21651 -2.95831 -3.19786
C 2.69730 -1.55931 -3.22605
C 3.10271 -0.45048 -3.93501
C 2.19458 0.56518 -3.55890
N 1.31289 0.10204 -2.69149
N 1.64943 -1.17816 -2.47228
C 2.11171 1.97828 -4.03325
H 4.27886 -2.97419 -3.44407
H 2.68947 -3.59002 -3.91691
H 3.09117 -3.39301 -2.20637
H 3.92969 -0.39170 -4.62521
H 1.06401 -1.70333 -1.82654
H 1.98113 2.02608 -5.11776
H 3.01136 2.54119 -3.77491
H 1.25809 2.45743 -3.56135
C -6.45818 -3.36922 -1.22963
C -5.60125 -2.17583 -0.89758
C -5.07445 -2.00360 0.38689
C -4.25514 -0.93326 0.68850
C -3.90366 -0.03755 -0.32048
C -4.47971 -0.14666 -1.58263
C -5.30630 -1.22275 -1.86781
S -3.07811 1.50290 0.11036
O -4.10801 2.36446 0.65932
O -2.11955 1.08939 1.20681
O -2.44612 2.02051 -1.08388
H -6.75689 -3.90037 -0.32407
H -5.92217 -4.07552 -1.86911
H -7.36510 -3.07208 -1.76257
H -5.30775 -2.72865 1.16043
H -3.80821 -0.81723 1.66651
H -4.22876 0.58731 -2.33694
H -5.70956 -1.33443 -2.86915
C -1.09450 -0.16235 0.73573
Ge 0.48467 0.59114 1.39602
C 2.06782 -0.49761 0.93427
C 2.07481 -1.87151 1.18935
C 3.19189 -2.65084 0.91536
C 4.33815 -2.06568 0.38978
C 4.34613 -0.70393 0.11840
C 3.22015 0.06546 0.38596
C 0.61572 0.71288 3.39723
C -0.53258 1.03966 4.12700
C -0.50427 1.14548 5.51041
C 0.67872 0.91686 6.20601
C 1.82677 0.58067 5.50306
C 1.78903 0.48350 4.11462
C 0.94316 2.46826 0.89898
C 0.47105 2.96473 -0.31721
C 0.74959 4.27029 -0.70554
C 1.51011 5.10015 0.10866
C 1.98244 4.62208 1.32295
C 1.69204 3.31911 1.71094
H 1.18468 -2.33396 1.60202
H 3.17077 -3.71680 1.11742
H 5.21447 -2.67029 0.18087
H 5.22696 -0.24081 -0.31311
H 3.23528 1.12680 0.16170
H -1.46258 1.20253 3.59236
H -1.40833 1.40498 6.05142
H 0.70218 0.99546 7.28790
H 2.75370 0.39288 6.03596
H 2.69596 0.21831 3.57894
H -0.14123 2.32070 -0.94113
H 0.36007 4.64832 -1.64361
H 1.72310 6.11972 -0.19601
H 2.56375 5.26813 1.97359
H 2.04720 2.96036 2.67266
*
```

Frontier orbital gap in eV: 4.18
Energy above the lowest of the compared OMol25 structures with the same formula, charge and spin in kJ/mol: 62.01
Electronic energy in Ha: -4230.84345
HOMO level in eV: 0.48

=====

# 3
Here is a molecular structure, C32H31IrO12P3 from the Open Molecules 2025 dataset. Energies are from ωB97M-V/def2-TZVPD.

The geometry in ORCA input format:
```
! wB97M-V def2-TZVPD RIJCOSX def2/J DEFGRID3
* xyz 0 2
Ir -0.28729 -0.74398 -0.64117
O 3.69716 -2.20366 1.51878
C 2.74674 -1.86652 2.15566
O 2.54708 -0.55553 2.49915
C 1.66767 -2.73909 2.76837
C 0.71138 -3.35516 1.73333
C -0.29713 -4.24898 2.46807
C -1.23400 -3.19783 3.12254
C -0.56409 -1.89044 2.69180
O -0.09386 -2.21881 1.38048
C 0.75237 -1.74144 3.49083
C 1.44225 -0.41002 3.31893
O 1.19045 0.62649 3.84002
O 0.07600 0.51934 0.98506
H 2.14578 -3.48806 3.39785
H 1.19627 -3.76570 0.85438
H -0.83519 -4.86844 1.75335
H 0.18613 -4.90611 3.19075
H -2.23759 -3.24994 2.70461
H -1.30533 -3.29363 4.20560
H -1.18243 -0.99934 2.65119
H 0.60210 -1.91616 4.55433
C 0.69256 5.23927 3.21959
C 0.05860 4.09128 3.67788
C -0.24661 3.07049 2.79495
C 0.09084 3.18838 1.44727
C 0.72975 4.33859 0.99269
C 1.02763 5.36378 1.88013
P -0.35757 1.83821 0.34279
C 0.52153 2.15695 -1.19250
C -0.12458 2.64180 -2.32511
C 0.61355 2.94288 -3.46227
C 1.98993 2.76891 -3.46230
C 2.63517 2.27681 -2.33242
C 1.90558 1.96531 -1.19892
C -2.12995 1.96043 0.10317
C -2.73973 3.16726 0.34624
C -4.13823 3.29751 0.24158
C -4.89347 2.20396 -0.06230
C -4.30287 0.93842 -0.30382
C -5.10611 -0.18744 -0.59450
C -4.51234 -1.39317 -0.83222
C -3.10915 -1.51614 -0.82071
C -2.26277 -0.45535 -0.55547
C -2.88883 0.80084 -0.25694
H 0.92986 6.03710 3.91165
H -0.19216 3.98926 4.72536
H -0.72982 2.17126 3.15369
H 0.99623 4.43737 -0.05181
H 1.52498 6.25638 1.52390
H -1.19973 2.77518 -2.31862
H 0.11225 3.31553 -4.34602
H 2.56358 3.00897 -4.34848
H 3.70645 2.12298 -2.34070
H 2.39453 1.55047 -0.32552
H -2.15192 4.02866 0.63654
H -4.60280 4.25724 0.42520
H -5.97303 2.28479 -0.12148
H -6.18318 -0.07404 -0.62139
H -5.12022 -2.26409 -1.04791
H -2.67767 -2.48356 -1.05155
C 2.21385 -0.91704 -3.81494
C 2.06850 -2.26710 -3.13795
O 2.78460 -3.24288 -3.88836
P 0.30540 -2.78314 -3.08517
O -0.19200 -3.01612 -4.56915
O 0.30192 -4.19800 -2.43653
O -0.59150 -1.75716 -2.44670
P 2.58498 -2.28515 -1.37147
O 4.14243 -1.96275 -1.41174
O 2.32896 -3.71468 -0.95648
O 1.86673 -1.16962 -0.65506
H 1.89987 -0.98751 -4.85761
H 3.26007 -0.61327 -3.78670
H 1.61310 -0.16407 -3.30500
H 2.97946 -3.99244 -3.30923
H -0.88911 -2.39086 -4.80451
H 1.05986 -4.22331 -1.75203
H 4.48814 -1.91433 -0.50495
*
```

Frontier orbital gap (spin up / spin down) in eV: 7.86 / 7.29
Energy above the lowest of the compared OMol25 structures with the same formula, charge and spin in kJ/mol: 0.00
Electronic energy in Ha: -3269.61507
HOMO level (spin up / spin down) in eV: -7.42 / -7.24